(1)
Entry from OMol25: a structure of composition C7H12N2O (the ωB97M-V functional and the def2-TZVPD basis).

The energy above the lowest of the compared OMol25 structures with the same formula, charge and spin is 495.68 kJ/mol. The molecular weight comes out at 140.2 g mol⁻¹. The frontier orbital gap comes out at 0.280 Ha. For the LUMO energy, the calculation gives 0.1557 eV.

Each line ends with the Mulliken charge.
Element x y z (Å)
1 C -0.690 1.681 -0.502  -0.683
2 C 0.417 -0.917 -1.628  -0.952
3 C 1.279 -1.464 0.566  -1.231
4 N 0.329 -0.630 -0.187  0.365
5 C 0.375 0.835 0.159  0.609
6 C -1.493 0.965 0.512  0.497
7 C -1.263 -0.940 0.385  -0.061
8 C 1.551 1.391 0.592  -1.133
9 N -2.571 1.415 1.012  -0.794
10 O -1.988 -1.562 -0.346  -0.599
11 H -2.958 0.793 1.725  0.251
12 H -1.123 -1.170 1.455  0.377
13 H -1.013 1.494 -1.523  0.140
14 H -0.561 2.752 -0.337  0.366
15 H -0.372 -0.398 -2.163  0.336
16 H 0.238 -1.983 -1.780  0.368
17 H 1.401 -0.604 -1.979  0.359
18 H 1.223 -1.214 1.624  0.431
19 H 0.999 -2.509 0.430  0.383
20 H 2.293 -1.278 0.215  0.394
21 H 1.634 2.466 0.586  0.283
22 H 2.292 0.878 1.186  0.294


(2)
Entry from OMol25: the molecule C2H10OSi3 (the ωB97M-V functional and the def2-TZVPD basis).

The energy above the lowest of the compared OMol25 structures with the same formula, charge and spin is 29.09 kJ/mol. The molecular weight comes out at 134.4 g mol⁻¹. The frontier orbital gap comes out at 0.356 Ha. As for the structure (SMILES): CC(=O)[SiH2][SiH2][SiH3]. For the LUMO energy, the calculation gives 0.6526 eV.

Each line ends with the Mulliken charge.
Element x y z (Å)
1 C -1.253 -0.445 0.128  0.473
2 C -2.653 -0.702 -0.231  -0.965
3 O -0.354 -1.212 -0.184  -0.487
4 Si 2.419 -1.133 -0.044  0.491
5 Si -0.477 1.350 0.544  0.250
6 Si 1.785 1.045 0.165  0.266
7 H -2.555 -1.108 -1.290  0.279
8 H -3.359 0.167 -0.287  0.299
9 H -3.099 -1.463 0.437  0.270
10 H 3.736 -0.824 -0.424  -0.222
11 H 1.953 -1.533 -1.429  -0.085
12 H 2.315 -1.977 1.257  -0.076
13 H -1.152 2.118 1.652  -0.140
14 H -1.347 2.132 -0.362  -0.125
15 H 1.708 1.663 -1.150  -0.090
16 H 2.333 1.921 1.217  -0.136


(3)
Entry from OMol25: a structure of composition C9H15Cl2NPb (the ωB97M-V functional and the def2-TZVPD basis).

The energy above the lowest of the compared OMol25 structures with the same formula, charge and spin is 370.15 kJ/mol. The molecular weight comes out at 415.3 g mol⁻¹. The frontier orbital gap (spin up / spin down) comes out at 0.238 / 0.223 Ha. For the LUMO energy (spin up / spin down), the calculation gives -1.6918 / -2.5261 eV.

Each line ends with the Mulliken charge.
Element x y z (Å)
1 Pb 1.563 -0.217 0.399  0.848
2 Cl 0.867 -2.809 -0.485  -0.548
3 Cl 2.565 0.898 2.579  -0.540
4 C 3.509 0.002 -0.141  -1.044
5 H 3.584 1.094 -0.453  0.399
6 H 3.494 -0.506 -1.147  0.415
7 C -0.499 1.333 -0.988  -0.474
8 C 0.460 0.612 -1.450  0.559
9 H -0.327 2.144 -0.244  0.386
10 C 0.371 -0.718 -2.179  -0.777
11 H 1.603 0.816 -1.373  0.183
12 C -0.788 -0.549 -3.129  -0.894
13 H 1.318 -0.954 -2.681  0.453
14 H 0.216 -1.672 -1.526  0.290
15 C -2.066 -0.137 -2.387  -0.709
16 H -0.473 0.292 -3.768  0.317
17 H -0.949 -1.449 -3.732  0.369
18 C -1.910 0.971 -1.255  -0.533
19 H -2.781 0.239 -3.140  0.312
20 H -2.525 -1.021 -1.904  0.301
21 H -2.472 1.863 -1.590  0.355
22 H -2.407 0.572 -0.360  0.305
23 C -0.396 -0.057 5.641  -0.742
24 C -0.385 -0.287 4.207  0.340
25 N -0.379 -0.472 3.054  -0.355
26 H -1.284 0.518 5.932  0.264
27 H 0.497 0.504 5.935  0.253
28 H -0.403 -1.011 6.183  0.267


(4)
Entry from OMol25: a cluster of 10 separate species, H20O10 in total (the ωB97M-V functional and the def2-TZVPD basis).

The energy above the lowest of the compared OMol25 structures with the same formula, charge and spin is 330.04 kJ/mol. The molecular weight comes out at 180.2 g mol⁻¹. The frontier orbital gap comes out at 0.415 Ha. As for the structure (SMILES): O.O.O.O.O.O.O.O.O.O. For the LUMO energy, the calculation gives 0.0025 eV.

Each line ends with the Mulliken charge.
Element x y z (Å)
1 O 3.569 0.899 -0.057  -0.628
2 H 3.287 1.262 0.783  0.312
3 H 3.764 -0.019 0.131  0.321
4 O -2.281 3.744 -0.649  -0.621
5 H -1.617 4.417 -0.798  0.310
6 H -2.925 4.164 -0.079  0.317
7 O -0.709 -1.298 -3.416  -0.625
8 H -1.425 -0.757 -3.747  0.334
9 H -0.119 -1.399 -4.163  0.307
10 O -0.624 -0.240 0.513  -0.626
11 H -0.635 -0.423 -0.427  0.314
12 H -0.963 0.652 0.588  0.303
13 O 3.870 -3.651 -1.404  -0.639
14 H 3.769 -4.162 -0.601  0.328
15 H 3.006 -3.267 -1.554  0.310
16 O 2.254 -3.327 2.416  -0.638
17 H 1.970 -2.416 2.349  0.317
18 H 1.458 -3.838 2.272  0.319
19 O -1.717 -4.640 -0.624  -0.626
20 H -1.502 -3.730 -0.422  0.310
21 H -2.534 -4.588 -1.121  0.313
22 O -1.487 2.540 4.818  -0.638
23 H -0.733 2.424 4.239  0.320
24 H -1.446 3.459 5.084  0.315
25 O -3.730 0.835 -3.621  -0.644
26 H -4.508 0.278 -3.598  0.325
27 H -3.581 1.078 -2.707  0.312
28 O 1.576 3.756 2.035  -0.629
29 H 2.402 3.919 2.491  0.316
30 H 1.610 4.328 1.268  0.311


(5)
Entry from OMol25: the molecule C3H4OS (the ωB97M-V functional and the def2-TZVPD basis).

The energy above the lowest of the compared OMol25 structures with the same formula, charge and spin is 242.19 kJ/mol. The molecular weight comes out at 88.1 g mol⁻¹. The frontier orbital gap comes out at 0.341 Ha. As for the structure (SMILES): O=C1C[C@@H]1S. For the LUMO energy, the calculation gives -0.1096 eV.

Each line ends with the Mulliken charge.
Element x y z (Å)
1 C 0.951 0.839 0.014  0.548
2 C 0.584 -0.556 -0.496  -0.656
3 C -0.106 0.126 0.694  -0.271
4 O 1.788 1.685 0.060  -0.461
5 S -1.962 0.670 0.064  -0.191
6 H -0.144 -0.684 -1.435  0.269
7 H 1.201 -1.302 -0.232  0.297
8 H -0.123 -0.242 1.733  0.348
9 H -2.189 -0.535 -0.401  0.118


no.,largest force on an atom (eV Å⁻¹)
1,6.02
2,2.71
3,6.29
4,0.44
5,5.25